A structure of composition C4H9N3 in a non-equilibrium geometry, computed with ωB97M-V with the def2-TZVPD basis set.

Energy above the lowest of the compared OMol25 structures with the same formula, charge and spin = 277.7 kJ/mol
Lowest unoccupied orbital energy = 1.0119 eV
HOMO-LUMO gap = 9.31 eV
Net charge = 0
E_HOMO = -0.3049 Ha
2S+1 = 1

Last column: Löwdin charge in e.
Positions of all 16 atoms, in Å:
C 2.25950 -0.02329 0.26454  -0.02
C -1.85331 0.78108 0.50905  -0.08
C 0.92436 0.30324 -0.30208  -0.45
N 0.01643 -1.88422 -0.33585  0.03
C -0.92865 1.05335 -0.64483  -0.21
N 0.01822 -0.57734 -0.80603  -0.07
N 0.37046 1.48860 -0.44290  0.07
H -0.34599 -1.97712 0.61202  0.08
H -0.51327 -2.47315 -0.96544  0.08
H -1.43951 1.43897 -1.53173  0.12
H 2.89201 0.86174 0.21428  0.08
H 2.17122 -0.32209 1.31196  0.08
H 2.71254 -0.85145 -0.27970  0.08
H -2.31678 1.72117 0.82303  0.08
H -2.65279 0.09809 0.21425  0.07
H -1.31444 0.36243 1.35945  0.07

=====

A cluster of 3 separate species, C17H44O10P3 in total in a non-equilibrium geometry, computed with ωB97M-V with the def2-TZVPD basis set.

Lowest unoccupied orbital energy = 2.3942 eV
HOMO-LUMO gap = 5.23 eV
Net charge = -1
E_HOMO = -0.1041 Ha
2S+1 = 1

Last column: Löwdin charge in e.
Positions of all 74 atoms, in Å:
O 5.37562 -3.43760 0.26857  0.09
C 5.65571 -2.71634 -0.64433  -0.37
O 6.35327 -1.56745 -0.47358  -0.06
C 5.61642 -0.34709 -0.70330  -0.18
C 4.26588 -0.21518 0.00889  -0.19
C 3.06868 -0.08496 -0.96396  -0.31
C 2.40437 -1.42611 -1.32186  -0.44
P 0.54782 -1.49934 -0.76260  0.15
H 5.38680 -2.99322 -1.67665  0.15
H 5.49185 -0.14986 -1.77385  0.11
H 6.28371 0.43276 -0.33771  0.11
H 4.29461 0.71607 0.58608  0.10
H 4.08084 -1.00987 0.73251  0.11
H 3.45687 0.37428 -1.87999  0.08
H 2.32786 0.56001 -0.47621  0.06
H 2.91420 -2.25916 -0.82624  0.04
H 2.43668 -1.55932 -2.40855  0.05
H 0.24822 -2.44839 -1.86928  -0.09
H 0.85318 -2.66641 0.13209  -0.10
H 0.84720 -0.58484 0.38210  -0.08
H 0.26294 -0.33273 -1.65224  -0.07
H -0.84753 -1.56132 -0.32707  -0.11
O 0.11273 4.57438 -1.27215  -0.19
P 1.00825 5.72471 -1.18213  0.43
O 2.54240 5.32611 -1.38937  -0.18
C 2.89456 4.34456 -2.37697  -0.26
C 2.82250 4.89833 -3.78760  -0.08
O 1.07921 6.13942 0.38591  -0.21
C 0.05756 5.71511 1.29345  -0.28
C 0.53228 4.54548 2.13056  -0.07
O 0.90959 7.18460 -1.78263  -0.18
C 1.88238 8.18543 -1.42917  -0.26
C 2.77363 8.50328 -2.60716  -0.07
H 2.25687 3.46450 -2.28172  0.12
H 3.91266 4.02943 -2.15243  0.12
H 1.84783 5.34930 -3.98621  0.08
H 2.99334 4.10192 -4.51197  0.08
H 3.57761 5.67024 -3.94514  0.06
H -0.85246 5.45679 0.75286  0.11
H -0.16860 6.57306 1.93057  0.11
H 0.98217 3.77664 1.50369  0.08
H -0.29878 4.10478 2.68249  0.08
H 1.28842 4.87125 2.84747  0.07
H 2.47024 7.87865 -0.56735  0.11
H 1.31161 9.06793 -1.13954  0.12
H 3.43293 7.66507 -2.82809  0.06
H 3.39445 9.37171 -2.38219  0.08
H 2.18251 8.70644 -3.50047  0.08
O -3.58448 -3.47589 0.59296  -0.19
P -4.28358 -4.31250 1.56133  0.44
O -3.97419 -5.86804 1.33082  -0.19
C -2.62796 -6.24394 0.98719  -0.26
C -1.68756 -6.19465 2.17478  -0.07
O -5.85399 -4.32940 1.12509  -0.22
C -6.37246 -3.29485 0.28784  -0.29
C -6.52023 -3.78170 -1.13919  -0.08
O -4.50114 -4.19054 3.12146  -0.18
C -5.34892 -5.12231 3.81558  -0.26
C -4.52704 -6.03620 4.69483  -0.07
H -2.25680 -5.60619 0.18391  0.12
H -2.68890 -7.25897 0.59484  0.11
H -1.72337 -5.22067 2.66639  0.08
H -0.66426 -6.38074 1.85003  0.08
H -1.95444 -6.94870 2.91793  0.06
H -5.73529 -2.41186 0.32788  0.11
H -7.34699 -3.01905 0.69743  0.11
H -5.60944 -4.27719 -1.47298  0.08
H -6.73358 -2.94818 -1.81000  0.08
H -7.33651 -4.50323 -1.21438  0.07
H -5.95998 -5.69511 3.12193  0.11
H -6.02234 -4.51882 4.42476  0.12
H -3.93837 -6.72456 4.08982  0.06
H -5.18274 -6.62573 5.33762  0.08
H -3.83648 -5.46405 5.31457  0.08

=====

A structure of composition C14H16NO11P2PdS, computed with ωB97M-V with the def2-TZVPD basis set.

Energy above the lowest of the compared OMol25 structures with the same formula, charge and spin = 0.0 kJ/mol
Lowest unoccupied orbital energy = 2.5703 eV
HOMO-LUMO gap = 8.73 eV
Net charge = -1
E_HOMO = -0.2262 Ha
2S+1 = 1

Last column: Löwdin charge in e.
Positions of all 46 atoms, in Å:
Pd -3.32177 0.31034 1.53816  1.05
O -4.35739 -2.17341 -1.12919  -0.13
P -2.95462 -1.43096 -1.12694  0.20
O -1.91405 -2.14667 -1.87017  -0.27
O -2.56364 -1.06802 0.32293  -0.45
O -3.31634 -0.00375 -1.83996  -0.27
P -4.45588 0.95125 -1.20331  0.19
O -4.49993 2.16683 -2.23959  -0.11
O -5.73697 0.20047 -1.15479  -0.30
O -3.88442 1.55552 0.06661  -0.38
H -5.09754 -1.52560 -1.07832  0.04
H -5.18011 2.00138 -2.90133  0.08
O -0.55506 1.12772 1.46652  -0.54
S -0.18168 0.66839 0.09328  0.94
C 0.55422 -0.99487 0.23709  -0.26
C 1.50305 -1.11955 1.38450  -0.26
C 2.87411 -1.23442 1.17299  -0.06
C 3.75351 -1.32398 2.24359  -0.10
C 3.26690 -1.29280 3.54217  -0.11
C 1.89990 -1.18242 3.76196  -0.08
C 1.02118 -1.09957 2.69293  -0.03
C 1.32061 1.61222 -0.28656  -0.28
C 1.91108 1.25279 -1.61954  -0.28
C 3.26354 0.94326 -1.73098  -0.06
C 3.81345 0.59584 -2.95683  -0.09
C 3.01251 0.54470 -4.08815  -0.10
C 1.66232 0.85081 -3.98631  -0.08
C 1.11545 1.20614 -2.76295  -0.04
H 1.01794 -1.20402 -0.72845  0.10
H -0.31986 -1.63445 0.34200  0.07
H 3.24991 -1.27117 0.15720  0.10
H 4.81703 -1.42285 2.06254  0.09
H 3.94940 -1.35973 4.38042  0.09
H 1.51258 -1.15942 4.77283  0.10
H -0.04284 -1.00814 2.86520  0.11
H 2.02160 1.46818 0.53707  0.09
H 0.97033 2.64572 -0.26189  0.10
H 3.88859 0.97943 -0.84662  0.11
H 4.86806 0.35920 -3.02574  0.10
H 3.43651 0.26344 -5.04367  0.10
H 1.02682 0.80408 -4.86116  0.10
H 0.05748 1.42878 -2.69098  0.11
O -3.80534 1.37292 3.26259  -0.08
N -3.35647 0.43109 3.99927  -0.54
O -3.32397 0.49126 5.19272  0.10
O -2.92021 -0.57598 3.33883  -0.10

=====

A structure of composition C11H23F5MnNO3P2Te in a non-equilibrium geometry, computed with ωB97M-V with the def2-TZVPD basis set.

Energy above the lowest of the compared OMol25 structures with the same formula, charge and spin = 0.0 kJ/mol
Lowest unoccupied orbital energy (alpha / beta) = -4.1197 / -4.1814 eV
HOMO-LUMO gap (alpha / beta) = 7.69 / 8.97 eV
Net charge = +1
E_HOMO (alpha / beta) = -0.4341 / -0.4834 Ha
2S+1 = 6

Last column: Löwdin charge in e.
Positions of all 47 atoms, in Å:
Mn -0.90475 -0.02374 -0.09704  0.60
P -0.35026 -0.99062 2.00362  0.81
C 1.02574 -2.00544 1.38108  -0.27
C 1.22693 -2.04380 -0.12005  -0.27
N 0.55480 -1.13137 -0.84914  -0.03
C 0.84125 -0.90999 -2.15325  -0.29
C 1.53351 -1.88105 -2.84852  0.00
C 2.12842 -2.92299 -2.15453  -0.01
C 2.01049 -2.98890 -0.77275  0.01
C 0.15451 0.26395 -2.82147  -0.26
P -0.18788 1.71532 -1.69127  0.84
H 2.55440 -3.73363 -0.20150  0.13
H 1.55501 -1.80513 -3.92612  0.13
H 2.68545 -3.66659 -2.70183  0.12
H 0.72748 0.66677 -3.66490  0.10
H -0.82856 -0.07283 -3.19625  0.11
H 1.91424 -1.58987 1.88725  0.09
H 0.86148 -3.03569 1.74198  0.11
H 3.84803 0.97783 1.92445  0.01
O 4.22932 0.14384 1.62187  -0.08
H 4.35378 -0.34364 2.47833  0.06
H 1.36026 1.92393 1.24514  0.01
O 1.90442 2.59985 1.69644  -0.07
H 2.44546 2.98050 0.97195  0.05
C 1.35945 2.64583 -1.83879  -0.26
H 1.54398 2.90087 -2.89027  0.06
H 1.29440 3.56690 -1.24522  0.05
H 2.19095 2.03256 -1.46729  0.05
C -1.48307 2.65417 -2.53467  -0.25
H -1.67182 3.58179 -1.98306  0.06
H -1.17035 2.89159 -3.55859  0.06
H -2.42111 2.08675 -2.54720  0.05
C -1.65759 -2.24503 2.20408  -0.24
H -1.30689 -3.02552 2.89527  0.06
H -2.58901 -1.78663 2.56383  0.05
H -1.87118 -2.68938 1.22381  0.06
C 0.03617 -0.39623 3.67567  -0.23
H -0.83608 0.11981 4.11130  0.06
H 0.33376 -1.22799 4.33756  0.06
H 0.86856 0.32187 3.60921  0.05
F -5.02927 -0.62836 0.93147  -0.35
Te -4.04380 0.91818 0.52049  1.88
F -5.39281 1.97655 1.37501  -0.33
F -4.94574 1.14964 -1.12260  -0.36
F -2.95557 2.46038 0.16320  -0.39
F -3.07216 0.74137 2.17786  -0.40
O -2.82435 -0.17584 -0.35458  -0.67

=====

A structure of composition C22H15BrClNO7RhS, computed with ωB97M-V with the def2-TZVPD basis set.

Energy above the lowest of the compared OMol25 structures with the same formula, charge and spin = 1.0 kJ/mol
Lowest unoccupied orbital energy = 2.3879 eV
HOMO-LUMO gap = 7.74 eV
Net charge = -1
E_HOMO = -0.1968 Ha
2S+1 = 1

Last column: Löwdin charge in e.
Positions of all 49 atoms, in Å:
Rh 0.11352 -0.25884 -0.90746  1.12
O -3.36061 -0.29584 1.84882  -0.34
Cl -1.93734 -0.47944 1.84454  0.67
O -1.55459 -1.54430 2.72084  -0.33
O -1.27421 0.74569 2.20386  -0.35
O -1.54438 -0.84462 0.46785  -0.43
S 2.60979 1.90552 -3.82656  0.99
C 3.17735 0.28476 -3.79181  -0.43
C 2.49480 -0.49585 -2.90829  -0.16
C 1.46296 0.21581 -2.23034  -0.28
C 1.41354 1.52318 -2.64314  -0.53
C 0.43714 2.38643 -2.02885  -0.27
C 0.22285 3.73508 -2.29650  -0.02
C -0.75201 4.41406 -1.59140  -0.07
C -1.49596 3.74117 -0.63266  -0.05
C -1.23569 2.40100 -0.41029  -0.07
N -0.29651 1.74076 -1.08799  0.00
H 3.99847 -0.00260 -4.43000  0.06
H 2.71327 -1.54096 -2.74070  0.10
H 0.82149 4.22961 -3.04976  0.10
H -0.92946 5.46452 -1.78554  0.10
H -2.26173 4.23756 -0.05484  0.10
H -1.76548 1.83305 0.34028  0.09
Br 4.42174 0.49630 4.13832  0.66
C 3.20608 0.32929 2.67530  -0.70
C 2.47272 -0.83412 2.52890  -0.13
C 1.59674 -0.94630 1.45794  -0.10
C 1.43194 0.08959 0.53754  -0.23
C 2.18726 1.24524 0.71921  -0.09
C 3.07503 1.37452 1.78181  -0.15
H 2.57474 -1.64021 3.24321  0.10
H 1.01442 -1.85374 1.35132  0.09
H 2.10230 2.07521 0.02813  0.09
H 3.65511 2.27923 1.90918  0.09
O -2.64375 -3.13468 -3.84990  0.08
C -1.76049 -4.09294 -3.47410  -0.25
C -1.89379 -5.39705 -3.95018  -0.04
C -1.00406 -6.38521 -3.56992  -0.10
C 0.03588 -6.08758 -2.70090  -0.09
C 0.16370 -4.79393 -2.22592  -0.01
C -0.71470 -3.77938 -2.59924  -0.05
C -0.48439 -2.41184 -2.03598  -0.57
O 0.41107 -2.29931 -1.12877  -0.11
O -1.10970 -1.40715 -2.43200  -0.01
H -3.31469 -3.54203 -4.40724  0.10
H -2.71113 -5.62863 -4.62587  0.11
H -1.12864 -7.39062 -3.95297  0.10
H 0.73390 -6.85461 -2.39349  0.10
H 0.95502 -4.52981 -1.53785  0.12

=====

A structure of composition C4H9FO2Pt in a non-equilibrium geometry, computed with ωB97M-V with the def2-TZVPD basis set.

Lowest unoccupied orbital energy (alpha / beta) = 0.3469 / -0.1465 eV
HOMO-LUMO gap (alpha / beta) = 7.52 / 8.50 eV
Net charge = 0
E_HOMO (alpha / beta) = -0.2635 / -0.3179 Ha
2S+1 = 3

Last column: Löwdin charge in e.
Positions of all 17 atoms, in Å:
F 2.41041 0.85234 0.71111  -0.59
C -0.81382 2.08799 0.62604  -0.34
O -1.74347 0.96639 0.65210  -0.25
C -1.70470 0.12848 -0.46937  -0.26
C -0.65472 -0.97241 -0.40370  -0.23
O 0.66179 -0.47862 -0.58118  -0.46
H -0.79521 2.45560 1.66699  0.05
H -1.29548 2.90161 0.04386  0.05
H -1.57019 0.72083 -1.39525  0.12
H -2.68351 -0.37222 -0.54042  0.13
H -0.84943 -1.69994 -1.21217  0.13
H -0.76091 -1.51056 0.55596  0.13
Pt 0.94006 1.28116 -0.07110  1.20
C 2.05235 -1.31277 0.09653  0.06
H 2.99864 -0.95385 -0.33303  0.10
H 2.32113 -2.31435 -0.26251  0.06
H 1.48708 -1.77967 0.91612  0.10